(1)
A 3-piece molecular cluster, C2H9NO3 overall at a distorted geometry. Source: OMol25; level of theory: wB97M-V/def2-TZVPD.

```
! RIJCOSX wB97M-V def2-TZVPD def2/J DEFGRID3
* xyz 0 1
C -0.98 0.03 2.12
N -0.87 0.72 0.85
C -1.76 0.40 -0.13
O -2.52 -0.54 -0.08
H -0.38 0.59 2.84
H -2.00 0.04 2.48
H -0.57 -0.97 2.10
H 0.04 1.10 0.61
H -1.78 1.12 -0.97
O 1.70 -1.38 -2.39
H 0.92 -1.57 -2.92
H 2.20 -2.20 -2.48
O 1.80 0.96 -0.36
H 1.70 0.22 -0.97
H 2.52 1.48 -0.71
*
```

Computed properties:
**Highest occupied orbital energy**: -9.32 eV
**Orbital gap**: 9.737 eV
**SMILES**: CNC=O.O.O
**Molar mass**: 95.10 g/mol
**ΔE to the lowest compared entry with this formula, charge and spin**: 20.4 kcal/mol

Atom charges from the natural (NBO) analysis, given in e for atoms 1 to 8: atom 1 (C): -0.42, atom 2 (N): -0.64, atom 3 (C): 0.52, atom 4 (O): -0.62, atom 5 (H): 0.20, atom 6 (H): 0.21, atom 7 (H): 0.19, atom 8 (H): 0.43

=====

(2)
A 2-piece molecular cluster, C2H9NO3Si overall at a distorted geometry. Source: OMol25; level of theory: wB97M-V/def2-TZVPD.

```
! RIJCOSX wB97M-V def2-TZVPD def2/J DEFGRID3
* xyz 0 1
C -2.55 -0.47 0.34
C 1.91 -1.62 -0.09
N 0.88 2.75 0.89
O 0.51 0.63 -2.01
O -1.65 0.13 -0.55
O 0.58 -1.17 -0.02
Si -0.05 0.19 -0.58
H -2.88 0.27 1.08
H -2.10 -1.32 0.85
H -3.42 -0.80 -0.24
H 2.17 -1.88 -1.12
H 1.99 -2.51 0.54
H 2.60 -0.86 0.27
H 0.06 2.83 1.49
H 1.60 2.32 1.47
H 0.36 1.53 -2.32
*
```

Computed properties:
**Highest occupied orbital energy (spin up / spin down)**: -8.76 / -7.30 eV
**Orbital gap (spin up / spin down)**: 8.739 / 7.343 eV
**Molar mass**: 123.18 g/mol
**ΔE to the lowest compared entry with this formula, charge and spin**: 81.6 kcal/mol

Atom charges from the natural (NBO) analysis, given in e for atoms 1 to 8: atom 1 (C): -0.24, atom 2 (C): -0.24, atom 3 (N): -1.05, atom 4 (O): -1.11, atom 5 (O): -0.92, atom 6 (O): -0.92, atom 7 (Si): 2.22, atom 8 (H): 0.18

=====

(3)
A 3-piece molecular cluster, C2H9NO4 overall at a distorted geometry. Source: OMol25; level of theory: wB97M-V/def2-TZVPD.

```
! RIJCOSX wB97M-V def2-TZVPD def2/J DEFGRID3
* xyz 0 1
N -1.11 -0.99 -0.13
C -0.34 -1.04 1.12
C 0.87 -0.10 0.99
O 0.85 1.06 0.78
O 2.04 -0.82 1.09
H -0.76 -1.76 -0.71
H -2.00 -1.46 0.02
H 0.02 -2.06 1.25
H -0.77 -0.85 2.11
H 2.68 -0.54 0.43
O -1.70 -2.53 -3.17
H -2.35 -3.00 -3.71
H -0.97 -2.25 -3.72
O 0.87 5.23 1.05
H 0.96 5.57 1.95
H 1.70 5.53 0.67
*
```

Computed properties:
**Highest occupied orbital energy**: -9.73 eV
**Orbital gap**: 10.414 eV
**SMILES**: NCC(=O)O.O.O
**Molar mass**: 111.10 g/mol
**ΔE to the lowest compared entry with this formula, charge and spin**: 32.9 kcal/mol

Atom charges from the natural (NBO) analysis, given in e for atoms 1 to 8: atom 1 (N): -0.80, atom 2 (C): -0.34, atom 3 (C): 0.79, atom 4 (O): -0.53, atom 5 (O): -0.73, atom 6 (H): 0.36, atom 7 (H): 0.36, atom 8 (H): 0.19

=====

(4)
An isolated ion of composition C2H9NOP and charge +1 at a distorted geometry. Source: OMol25; level of theory: wB97M-V/def2-TZVPD.

```
! RIJCOSX wB97M-V def2-TZVPD def2/J DEFGRID3
* xyz 1 1
C 1.42 2.04 0.07
P 0.73 0.56 0.95
O 0.01 0.89 2.17
C -0.53 -0.41 -0.25
N -1.84 0.21 0.10
H 0.94 2.70 -0.71
H 1.71 2.65 0.92
H 2.36 1.57 -0.41
H 1.84 -0.14 1.23
H -0.57 -1.50 -0.03
H -0.30 -0.20 -1.28
H -1.95 1.05 -0.35
H -2.68 -0.25 -0.20
H -1.90 0.21 1.16
*
```

Computed properties:
**Highest occupied orbital energy**: -14.80 eV
**Orbital gap**: 10.997 eV
**SMILES**: C[P@@H](=O)C[NH3+]
**Molar mass**: 94.07 g/mol
**ΔE to the lowest compared entry with this formula, charge and spin**: 0.0 kcal/mol

Atom charges from the natural (NBO) analysis, given in e for atoms 1 to 8: atom 1 (C): -1.02, atom 2 (P): 1.68, atom 3 (O): -1.08, atom 4 (C): -0.54, atom 5 (N): -0.67, atom 6 (H): 0.28, atom 7 (H): 0.28, atom 8 (H): 0.26

=====

(5)
A 2-piece molecular cluster, C2H9NOS overall at a distorted geometry. Source: OMol25; level of theory: wB97M-V/def2-TZVPD.

```
! RIJCOSX wB97M-V def2-TZVPD def2/J DEFGRID3
* xyz 0 1
N 1.85 -2.32 -0.44
C 1.03 -1.28 0.14
O 1.55 0.04 -0.02
H 2.78 -2.11 -0.76
H 1.29 -2.76 -1.15
H 0.06 -1.34 -0.39
H 0.88 -1.39 1.21
H 1.25 0.37 -0.88
C -1.82 2.00 0.95
S -1.74 2.02 -0.95
H -2.38 1.08 1.10
H -0.80 2.14 1.28
H -2.54 2.81 1.06
H -1.40 0.73 -1.14
*
```

Computed properties:
**Highest occupied orbital energy**: -9.20 eV
**Orbital gap**: 9.842 eV
**SMILES**: NCO.CS
**Molar mass**: 95.17 g/mol
**ΔE to the lowest compared entry with this formula, charge and spin**: 20.1 kcal/mol

Atom charges from the natural (NBO) analysis, given in e for atoms 1 to 8: atom 1 (N): -0.87, atom 2 (C): 0.10, atom 3 (O): -0.73, atom 4 (H): 0.38, atom 5 (H): 0.36, atom 6 (H): 0.14, atom 7 (H): 0.16, atom 8 (H): 0.47

=====

(6)
A 3-piece molecular cluster, C2H9NOS overall at a distorted geometry. Source: OMol25; level of theory: wB97M-V/def2-TZVPD.

```
! RIJCOSX wB97M-V def2-TZVPD def2/J DEFGRID3
* xyz 0 1
S 1.89 -0.58 -1.15
H 3.11 -0.47 -0.54
C -0.54 0.48 1.12
O -1.16 1.56 1.85
C -1.32 0.28 -0.16
N -1.12 -1.08 -0.59
H -0.54 -0.43 1.77
H 0.52 0.79 0.87
H -0.58 1.91 2.59
H -2.38 0.50 0.06
H -0.93 1.04 -0.81
H -1.78 -1.27 -1.39
H 0.85 -1.11 0.53
H -0.23 -1.10 -1.12
*
```

Computed properties:
**Highest occupied orbital energy**: -9.65 eV
**Orbital gap**: 8.621 eV
**Molar mass**: 95.17 g/mol
**ΔE to the lowest compared entry with this formula, charge and spin**: 80.1 kcal/mol

Atom charges from the natural (NBO) analysis, given in e for atoms 1 to 8: atom 1 (S): -0.39, atom 2 (H): 0.15, atom 3 (C): -0.08, atom 4 (O): -0.74, atom 5 (C): -0.26, atom 6 (N): -0.82, atom 7 (H): 0.18, atom 8 (H): 0.18

=====

(7)
A 2-piece molecular cluster, C2H9NOS overall. Source: OMol25; level of theory: wB97M-V/def2-TZVPD.

```
! RIJCOSX wB97M-V def2-TZVPD def2/J DEFGRID3
* xyz 0 1
N 1.88 -3.44 -1.14
C 2.28 -2.08 -1.25
O 1.60 -1.32 -2.25
H 1.20 -3.71 -0.45
H 1.76 -3.94 -2.00
H 2.18 -1.57 -0.29
H 3.30 -2.03 -1.60
H 0.64 -1.48 -2.26
C -2.83 3.39 1.54
S -1.71 2.29 2.44
H -3.79 3.38 2.05
H -2.48 4.41 1.41
H -2.97 2.91 0.58
H -1.07 3.19 3.20
*
```

Computed properties:
**Highest occupied orbital energy**: -9.07 eV
**Orbital gap**: 9.891 eV
**SMILES**: NCO.CS
**Molar mass**: 95.17 g/mol
**ΔE to the lowest compared entry with this formula, charge and spin**: 11.9 kcal/mol

Atom charges from the natural (NBO) analysis, given in e for atoms 1 to 8: atom 1 (N): -0.87, atom 2 (C): 0.09, atom 3 (O): -0.75, atom 4 (H): 0.37, atom 5 (H): 0.37, atom 6 (H): 0.16, atom 7 (H): 0.16, atom 8 (H): 0.46

=====

(8)
An isolated ion of composition C2H9NPS and charge +1 at a distorted geometry. Source: OMol25; level of theory: wB97M-V/def2-TZVPD.

```
! RIJCOSX wB97M-V def2-TZVPD def2/J DEFGRID3
* xyz 1 1
N -1.61 0.01 -0.23
C -0.19 0.51 0.23
P 0.23 2.09 -0.71
C 1.17 -0.74 0.17
S 0.42 -2.30 0.39
H -1.74 0.22 -1.30
H -2.33 0.43 0.45
H -1.69 -1.00 -0.05
H -0.09 0.64 1.29
H 0.61 1.51 -1.89
H 1.53 1.94 -0.24
H 1.41 -0.53 -0.87
H 1.87 -0.41 0.93
H 0.41 -2.37 1.82
*
```

Computed properties:
**Highest occupied orbital energy**: -13.13 eV
**Orbital gap**: 9.330 eV
**SMILES**: [NH3+][C@H](P)CS
**Molar mass**: 110.14 g/mol
**ΔE to the lowest compared entry with this formula, charge and spin**: 43.9 kcal/mol

Atom charges from the natural (NBO) analysis, given in e for atoms 1 to 8: atom 1 (N): -0.75, atom 2 (C): -0.35, atom 3 (P): 0.34, atom 4 (C): -0.53, atom 5 (S): 0.01, atom 6 (H): 0.46, atom 7 (H): 0.47, atom 8 (H): 0.45